Entry 1:
32
Properties=species:S:1:pos:R:3:forces:R:3 method="wB97M-V/def2-TZVPD" e_lumo_ev=-0.66 gap_ev=9.262 smiles="CC[C@H](Cl)[C@@]1(Br)OS(=O)(=O)O[C@]1(I)CCCC(=O)O" homo_energy_ev=-9.924 total_energy_ev=-123328.7419
C 3.210710 -1.704555 0.480823 0.03 0.14 0.01
C 3.156356 -0.569721 -0.559471 0.13 -0.25 -0.01
C 1.746055 -0.145297 -0.999203 0.05 0.10 -0.08
Cl 1.802873 0.193895 -2.757109 -0.03 -0.01 -0.06
C 1.139278 1.051283 -0.252919 -0.06 0.04 0.18
Br 1.513804 0.755143 1.695289 0.03 -0.13 0.00
O 1.738367 2.267884 -0.609693 0.04 -0.09 0.13
S 0.900589 3.506856 0.017943 0.00 0.09 0.03
O 0.639519 4.420284 -1.024110 -0.07 0.03 -0.23
O 1.489986 3.945783 1.221757 0.05 -0.04 0.21
O -0.398607 2.634438 0.384638 0.00 -0.03 -0.18
C -0.386925 1.369142 -0.312016 0.03 0.22 -0.25
I -1.137390 1.874052 -2.309905 0.08 -0.26 0.09
C -1.285461 0.368552 0.411559 -0.22 0.05 0.13
C -2.648087 0.002837 -0.184802 0.07 -0.20 0.53
C -3.419504 -0.936105 0.758637 0.35 0.06 -0.33
C -3.143134 -2.430415 0.647493 0.00 -0.02 0.06
O -3.813958 -3.244945 1.207519 0.03 0.07 -0.14
O -2.132432 -2.836043 -0.174612 0.00 -0.18 0.35
H 3.456549 -2.651961 0.004053 -0.05 -0.03 -0.02
H 3.978746 -1.497118 1.223948 0.01 -0.04 0.03
H 2.276038 -1.825405 1.022839 -0.02 -0.05 -0.02
H 3.726998 0.302323 -0.242626 -0.10 0.07 0.05
H 3.645591 -0.940918 -1.456266 0.04 0.13 -0.05
H 1.067541 -0.988735 -0.866551 -0.08 0.05 -0.03
H -1.479385 0.806097 1.393050 0.15 -0.04 0.05
H -0.689135 -0.526823 0.612222 0.01 0.00 -0.04
H -2.546897 -0.472829 -1.158569 -0.07 0.22 -0.14
H -3.228640 0.918682 -0.277069 -0.02 -0.02 -0.27
H -3.241935 -0.641524 1.794355 -0.20 -0.09 0.08
H -4.485018 -0.845053 0.556323 -0.06 0.01 0.16
H -1.452491 -2.159803 -0.247526 -0.11 0.19 -0.23

***

Entry 2:
74
Properties=species:S:1:pos:R:3:forces:R:3 method="wB97M-V/def2-TZVPD" e_lumo_ev="-15.94 / -15.94" total_charge=+4 gap_ev="3.236 / 3.234" homo_energy_ev="-19.173 / -19.173" total_energy_ev=-65279.0141 relative_energy_kcal_mol=0.0
Sn -0.152230 -0.415973 0.185406 2.55 -0.29 1.96
P -1.843746 -2.272814 0.662901 -1.64 -0.48 -0.07
P 1.313309 -1.201528 2.529813 0.27 0.42 0.84
P 1.372256 -2.205318 -1.276326 0.01 -0.31 -0.19
H -0.805935 5.184004 -5.449570 -0.16 -0.41 -0.25
C -0.877477 4.267717 -6.050636 1.54 0.77 0.26
C -1.983401 3.510829 -6.105937 -1.04 -0.91 -0.39
H -2.930897 3.782318 -5.623318 0.50 -0.09 -0.01
C -3.351687 -1.582237 1.413277 0.08 0.21 0.05
C -1.342591 -3.640883 1.756974 0.68 0.28 0.09
C -2.415694 -3.027599 -0.899555 0.26 0.19 -0.16
C 2.833279 -0.220621 2.664727 -0.05 0.23 -0.48
C 0.490130 -0.808614 4.119127 -0.38 -0.02 -0.34
C 1.932291 -2.901141 2.832021 -0.30 -0.26 -0.51
C 0.760874 -2.015460 -2.979695 -0.09 -0.13 -0.06
C 1.432519 -4.011730 -0.991724 -0.27 0.00 0.09
C 3.126387 -1.744994 -1.378609 -0.08 0.25 0.27
H -0.016439 4.055867 -6.696550 -0.33 0.05 0.18
H -2.001531 2.619134 -6.746349 -0.14 0.56 0.11
H -3.691671 -0.706439 0.837647 0.00 -0.38 0.14
H -3.154701 -1.275774 2.452557 -0.11 -0.22 -0.33
H -4.128764 -2.363546 1.396559 0.22 0.28 0.06
H -1.090220 -3.250934 2.753973 -0.11 -0.14 -0.28
H -0.466442 -4.162329 1.348849 -0.25 0.11 0.16
H -2.165875 -4.363434 1.863403 0.05 0.32 -0.20
H -2.585529 -2.236458 -1.645870 -0.03 -0.28 0.22
H -3.364650 -3.557981 -0.716628 0.36 0.13 -0.01
H -1.667614 -3.736137 -1.285735 -0.29 0.19 0.11
H 3.432850 -0.645429 3.480471 -0.10 0.16 -0.20
H 2.619504 0.837687 2.879545 0.12 -0.25 -0.08
H 3.382476 -0.298784 1.719495 0.15 0.09 0.23
H 1.169354 -1.059382 4.951973 -0.26 0.08 -0.34
H -0.433331 -1.402534 4.194306 0.24 0.23 0.24
H 0.243452 0.261429 4.150584 0.05 -0.31 0.10
H 2.975004 -2.840583 3.179670 -0.40 -0.08 -0.12
H 1.884406 -3.482322 1.899116 0.15 -0.04 0.45
H 1.311988 -3.382799 3.603462 0.26 0.06 -0.32
H 1.344456 -2.712648 -3.595373 -0.24 0.26 -0.13
H 0.909564 -0.985947 -3.332409 0.07 -0.26 0.08
H -0.308348 -2.260723 -3.047491 0.31 -0.02 -0.05
H 1.673648 -4.507403 -1.945705 -0.05 0.09 0.34
H 0.465362 -4.385741 -0.623999 0.40 -0.03 -0.21
H 2.219432 -4.243929 -0.257286 -0.30 0.05 -0.26
H 3.567914 -2.154839 -2.297343 -0.12 0.06 0.21
H 3.660527 -2.152724 -0.510562 -0.07 0.14 -0.21
H 3.221561 -0.654355 -1.380644 0.14 -0.13 -0.04
C -1.061836 1.260039 -2.357161 -1.63 -3.32 2.99
C -0.046488 2.239811 -2.201155 2.72 1.21 -0.67
C 0.768994 2.488134 -3.297206 -0.04 0.75 2.49
C 0.468204 1.904123 -4.533795 0.37 1.36 -1.12
C -0.756990 1.252980 -4.732209 -3.08 -0.94 0.75
C -1.594165 1.020699 -3.651720 0.38 -0.60 -2.14
O -1.407887 0.429344 -1.381696 0.58 2.54 -3.06
H 1.269505 0.603653 -0.285354 -1.15 -0.17 0.24
H 0.185503 2.675381 -1.227760 -0.20 -0.08 -0.27
H 1.637866 3.147633 -3.181084 -0.35 -0.32 -0.14
H 1.140496 2.039770 -5.380979 0.05 -0.14 0.18
H -1.079618 0.994953 -5.740860 0.26 -0.30 0.37
H -2.544691 0.495399 -3.738462 0.23 0.08 -0.08
N 1.394262 4.626184 4.432901 -0.13 -0.77 -1.29
C 1.453214 3.503908 3.631363 1.83 1.14 0.89
O 2.528479 2.938581 3.421967 -1.57 0.07 -0.36
C 0.150045 2.952038 3.149005 -0.25 -0.68 -0.31
C -1.015908 3.102616 3.900921 0.06 -0.08 -0.23
C -2.130460 2.352850 3.550321 -0.13 -0.15 -0.38
C -2.050267 1.465034 2.474801 -0.19 0.19 0.41
N -0.943001 1.338600 1.719586 0.77 0.13 -0.27
C 0.131845 2.102192 2.035620 -0.27 0.04 0.53
H 2.293981 5.079145 4.535868 0.00 -0.05 0.33
H 0.620690 5.262962 4.315842 -0.02 0.06 0.14
H -1.023602 3.780903 4.752618 -0.11 -0.26 -0.08
H -3.063540 2.441146 4.101131 0.17 -0.07 -0.08
H -2.911776 0.844340 2.239027 0.30 0.21 -0.08
H 1.023391 2.010679 1.409956 -0.16 -0.05 0.28

***

Entry 3:
75
Properties=species:S:1:pos:R:3:forces:R:3 method="wB97M-V/def2-TZVPD" spin_multiplicity=2 e_lumo_ev="1.19 / 1.19" total_charge=-1 gap_ev="3.612 / 6.910" homo_energy_ev="-2.426 / -5.723" s2=0.761 total_energy_ev=-274959.5478
C -18.320657 11.217436 3.552726 1.20 0.30 0.17
N -19.561957 11.689267 4.122240 -1.26 -1.77 0.41
O -19.986349 11.116606 5.101978 0.37 0.13 0.73
O -20.214885 12.429972 3.452240 -0.87 1.90 -0.94
H -17.610588 11.134586 4.375548 0.06 -0.31 -0.24
H -18.015655 11.971104 2.826733 0.08 -0.40 -0.05
H -18.581367 10.250701 3.121967 0.35 0.05 -0.06
C -17.759254 5.015174 9.775504 0.42 0.98 -1.39
N -17.462262 3.978827 8.721106 -0.83 -2.04 2.35
O -18.088992 2.914271 8.884999 0.99 1.37 -0.92
O -16.639979 4.190612 7.860631 -0.25 0.20 -0.15
H -18.485177 5.624288 9.236883 -0.47 0.31 0.56
H -16.880081 5.651545 9.876348 0.05 -0.26 0.15
H -18.116970 4.630164 10.730442 0.04 -0.34 -0.57
C -22.560745 8.576162 5.972000 -0.52 -0.51 0.23
N -21.442950 7.610100 5.851709 -1.37 -1.27 2.39
O -20.815824 7.637510 4.852025 1.89 0.43 -2.61
O -21.283525 6.767714 6.723408 -0.26 0.52 -0.19
H -22.132392 9.545422 6.227245 -0.17 -0.15 0.05
H -23.240366 8.146666 6.708033 0.31 0.48 0.29
H -23.086026 8.538722 5.017653 0.34 0.37 -0.09
C -18.572435 5.720344 3.232225 0.22 -0.35 0.00
N -19.310413 6.299226 2.067198 -1.25 -1.32 -0.19
O -20.051894 5.478728 1.453173 1.69 2.42 0.99
O -19.199137 7.499337 1.878899 -0.34 -1.22 -0.41
H -17.698246 6.333100 3.452316 -0.28 0.05 -0.07
H -18.291034 4.693610 2.998262 -0.05 0.20 -0.19
H -19.267313 5.685813 4.071291 -0.01 0.32 -0.07
C -13.662456 11.386122 6.184892 -1.04 -0.19 0.65
N -13.163484 12.527451 7.072889 -0.78 0.65 -0.41
O -12.118205 12.418452 7.652482 1.17 -1.16 0.00
O -13.845953 13.523918 7.208949 -0.76 -0.32 -0.68
H -14.655309 11.573185 5.775813 0.33 0.89 -0.15
H -13.941733 10.581275 6.864855 0.76 -0.22 0.16
H -12.968493 11.078728 5.402581 0.24 0.28 0.50
C -17.493834 7.620297 6.707591 0.45 0.08 0.24
N -16.763189 8.929598 6.649188 -0.85 -0.30 1.05
O -16.170509 9.214363 5.641867 0.73 0.15 -1.75
O -16.762564 9.634329 7.625213 -0.16 0.10 0.52
H -18.572891 7.774402 6.707759 0.05 0.32 0.04
H -17.216299 7.222127 7.683569 -0.17 -0.20 -0.18
H -17.131449 7.036400 5.861515 -0.13 0.02 0.22
C -21.636798 10.035583 12.996711 -0.45 0.26 0.89
C -21.423025 8.691489 12.772077 0.25 -0.17 0.56
C -20.967397 8.241024 11.552736 0.27 0.15 -0.05
C -20.749548 9.166691 10.508852 0.71 -1.49 -2.05
C -21.118823 10.494423 10.707586 0.60 -0.18 -0.79
C -21.458632 10.901248 11.971766 -0.55 1.34 -1.25
N -20.127185 8.653963 9.242680 -2.71 2.63 1.90
O -19.265312 7.779530 9.349275 2.23 -2.71 0.73
O -20.329081 9.211118 8.114071 -0.52 1.00 -0.36
H -22.033016 10.464932 13.905046 0.17 -0.43 0.42
H -21.529785 8.037443 13.624851 -0.16 -0.44 -0.15
H -20.784871 7.183674 11.429886 0.24 0.06 -0.29
H -21.096079 11.234831 9.921670 0.27 -0.22 -0.26
H -21.678660 11.955942 12.046677 -0.06 0.16 0.45
C -12.358726 7.480623 6.725581 0.05 1.16 -0.58
C -13.611129 6.966192 6.930574 0.61 -0.42 1.55
C -13.901315 6.574679 8.270716 -1.53 0.10 -1.36
C -13.082983 6.864411 9.333214 0.60 0.11 -1.07
C -11.908269 7.589454 9.077991 1.33 -0.87 0.10
C -11.517110 7.818438 7.770825 -0.54 -0.33 -0.08
N -13.407914 6.331403 10.672235 -0.06 1.16 0.76
O -12.661524 6.722310 11.562594 -0.41 -0.64 -0.36
O -14.402492 5.641725 10.844345 0.84 0.31 -0.48
H -12.046036 7.810854 5.746008 -0.03 -0.32 -0.33
H -14.239745 6.855762 6.059336 -0.47 -0.35 0.39
H -14.853816 6.099211 8.452542 -0.02 -0.25 0.14
H -11.105679 7.768708 9.778075 -0.58 0.08 0.73
H -10.551015 8.202057 7.477753 0.11 0.27 0.56
C -16.857081 9.610095 11.213946 0.74 0.05 1.05
Br -14.916719 9.652411 10.564654 -1.74 0.01 0.54
Br -17.233686 11.164707 12.434180 0.35 -1.04 -1.03
Br -17.213137 7.943740 12.218161 0.34 0.95 -0.72
H -17.531753 9.667934 10.359795 0.23 -0.11 0.03

***

Entry 4:
10
Properties=species:S:1:pos:R:3:forces:R:3 method="wB97M-V/def2-TZVPD" e_lumo_ev=-1.82 gap_ev=7.776 smiles="O=C(C=S)CO" homo_energy_ev=-9.597 total_energy_ev=-18104.3251 relative_energy_kcal_mol=40.1
C 0.283728 1.232020 -0.150805 0.79 -0.23 -0.30
C -0.521412 0.143055 0.541693 -3.06 -0.43 0.45
C -0.138059 -1.286783 0.195010 -0.48 0.02 0.41
H -1.080333 2.368361 0.460532 -1.34 0.04 0.91
H 0.522180 1.000795 -1.213311 -0.83 -0.23 0.51
H 1.326309 1.214702 0.224955 -0.40 0.15 0.54
H -0.870153 -2.031745 0.627073 1.02 0.64 -0.51
O -0.310387 2.478955 -0.065003 0.94 0.46 -0.46
O -1.596471 0.315751 1.190202 3.78 0.11 -1.98
S 1.100708 -1.589969 -0.788515 -0.41 -0.52 0.43